# 1
# C6H22N2O6

7 unconnected molecules or ions with the total composition C6H22N2O6 (ωB97M-V/def2-TZVPD, the Open Molecules 2025 dataset).

Geometry as XYZ:
```
36
Properties=species:S:1:pos:R:3:mulliken_charge:R:1
N 1.082 -1.935 -1.967 -0.5146
C -0.304 -2.412 -1.741 -0.8057
C -0.531 -2.556 -0.184 -0.0818
C -0.849 -1.341 0.483 0.5485
C -2.071 -1.214 1.266 -0.8373
C -2.061 0.149 1.589 -0.6704
N -0.833 0.685 1.096 0.3885
C -0.164 -0.168 0.302 -0.7641
H 0.930 -1.213 -2.698 0.1564
H 1.672 -2.811 -2.242 0.2611
H -0.664 -3.288 -2.322 0.4673
H -1.086 -1.742 -2.178 0.3247
H 0.468 -3.164 0.174 0.1448
H -1.456 -3.268 -0.139 0.1454
H -2.929 -1.925 1.322 0.3452
H -2.699 0.766 2.268 0.3597
H -0.590 1.599 1.250 0.1599
H 0.741 -0.166 -0.243 0.4488
O 3.087 1.854 -0.164 -0.6397
H 2.911 1.189 -0.841 0.3306
H 3.404 1.340 0.542 0.3021
O 1.050 3.560 0.131 -0.6145
H 1.964 3.281 0.190 0.3479
H 1.039 4.344 -0.323 0.2622
O 1.477 1.413 -2.647 -0.6139
H 0.774 2.067 -2.521 0.3227
H 1.295 0.588 -2.404 0.2722
O 1.175 -1.002 2.841 -0.6236
H 0.544 -0.492 3.294 0.2979
H 0.653 -1.810 2.683 0.3163
O -3.270 -0.415 -1.506 -0.5858
H -2.582 -0.862 -1.379 0.2440
H -3.659 -0.111 -0.716 0.3365
O 0.181 2.905 2.473 -0.6925
H 0.183 3.565 1.793 0.3773
H 1.119 2.590 2.517 0.2841
```

Results
- Energy above the lowest of the compared OMol25 structures with the same formula, charge and spin: 4.0053 eV
- E_LUMO: 0.351 eV
- Charge: 0
- Total energy: -802.65285 Ha
- Structure (SMILES): NCCc1cc[nH]c1.O.O.O.O.O.O
- F_max: 10.9 eV/A
- Spin multiplicity: 1
- Kohn-Sham gap: 0.30689 hartree



# 2
# C6H22O5

5 unconnected molecules or ions with the total composition C6H22O5 (ωB97M-V/def2-TZVPD, the Open Molecules 2025 dataset).

Geometry as XYZ:
```
33
Properties=species:S:1:pos:R:3:mulliken_charge:R:1
O -1.109 -0.315 0.617 -0.8086
H -0.411 -0.800 0.177 0.1562
H -1.709 -0.991 0.932 0.5218
O -2.847 -2.089 1.678 -0.6715
H -2.682 -3.031 1.649 0.3116
H -3.138 -1.924 2.575 0.3064
C 4.361 1.582 0.603 -1.2186
C 3.556 0.346 0.268 0.0651
O 2.656 0.062 1.307 -0.5152
H 5.039 1.457 1.448 0.3030
H 3.661 2.365 0.897 0.3021
H 4.934 1.924 -0.259 0.3548
H 4.210 -0.480 -0.014 0.2731
H 2.960 0.549 -0.622 0.1729
H 2.015 -0.601 1.037 0.2847
C -2.858 2.483 -0.689 -0.9384
C -3.012 2.568 0.826 -0.0570
O -1.743 2.266 1.309 -0.0151
H -2.569 1.528 -1.130 0.3304
H -2.068 3.117 -1.090 0.3649
H -3.820 2.788 -1.100 0.3279
H -3.704 1.840 1.248 0.2861
H -3.327 3.579 1.086 0.3076
H -1.581 1.342 1.103 0.4747
C -0.127 -1.639 -2.266 -1.1836
C 0.611 -2.690 -1.354 -0.1549
O 0.886 -2.077 -0.160 -0.4441
H 0.510 -0.779 -2.469 0.2758
H -0.978 -1.272 -1.692 0.3362
H -0.495 -1.993 -3.230 0.3794
H 1.537 -2.882 -1.896 0.2846
H -0.039 -3.561 -1.267 0.3260
H 1.281 -2.674 0.479 0.2619
```

Results
- Energy above the lowest of the compared OMol25 structures with the same formula, charge and spin: 0.6516 eV
- <S²>: 0.754
- E_LUMO (alpha / beta): -2.749 / -9.028 eV
- Charge: +1
- Total energy: -617.61696 Ha
- F_max: 3.6 eV/A
- Spin multiplicity: 2
- Kohn-Sham gap (alpha / beta): 0.35000 / 0.11925 hartree



# 3
# C6H22O8

5 unconnected molecules or ions with the total composition C6H22O8 (ωB97M-V/def2-TZVPD, the Open Molecules 2025 dataset).

Geometry as XYZ:
```
36
Properties=species:S:1:pos:R:3:mulliken_charge:R:1
O 0.202 -1.304 -0.916 -0.4883
C 1.327 -2.021 -1.516 -0.5354
C 0.976 -2.195 -2.988 -0.2275
O 1.153 -1.014 -3.727 -0.5185
H -0.531 -1.925 -0.881 0.2506
H 2.225 -1.419 -1.394 0.2284
H 1.390 -2.975 -0.988 0.3603
H -0.049 -2.546 -3.107 0.2733
H 1.704 -2.920 -3.364 0.2886
H 0.819 -0.241 -3.261 0.2998
O -3.351 -0.316 0.263 -0.5114
C -4.232 0.582 -0.412 -0.4403
C -3.901 2.026 -0.036 -0.5460
O -3.976 2.248 1.352 -0.4513
H -3.684 -0.386 1.169 0.2923
H -3.949 0.508 -1.466 0.2763
H -5.294 0.361 -0.307 0.3650
H -4.611 2.709 -0.537 0.3653
H -2.966 2.371 -0.477 0.3379
H -4.816 1.989 1.735 0.2712
O 2.377 -0.269 1.838 -0.4775
C 3.778 -0.048 1.863 -0.2183
C 4.457 -0.618 0.644 -0.5192
O 4.315 0.173 -0.543 -0.5137
H 2.060 -0.095 0.944 0.2193
H 4.006 1.019 1.968 0.2503
H 4.159 -0.524 2.768 0.3265
H 4.105 -1.620 0.412 0.2195
H 5.535 -0.603 0.848 0.4064
H 4.976 0.866 -0.560 0.3036
O -0.780 0.912 0.789 -0.6419
H -1.724 0.686 0.694 0.3851
H -0.312 0.155 0.404 0.3914
O -1.856 2.064 3.312 -0.6679
H -1.087 1.831 2.772 0.3246
H -2.444 2.540 2.707 0.3216
```

Results
- Energy above the lowest of the compared OMol25 structures with the same formula, charge and spin: 0.8149 eV
- E_LUMO: 0.439 eV
- Charge: 0
- Total energy: -843.65711 Ha
- Structure (SMILES): OCCO.OCCO.OCCO.O.O
- F_max: 2.0 eV/A
- Spin multiplicity: 1
- Kohn-Sham gap: 0.38561 hartree



# 4
# C6H23NO5

5 unconnected molecules or ions with the total composition C6H23NO5 (ωB97M-V/def2-TZVPD, the Open Molecules 2025 dataset).

Geometry as XYZ:
```
35
Properties=species:S:1:pos:R:3:mulliken_charge:R:1
C -3.545 -0.855 -0.615 -1.0487
N -2.046 -0.699 -0.530 -0.1525
C -1.635 0.048 -1.749 -0.7992
C -0.046 -0.016 -1.798 -1.3293
C 0.921 0.409 -0.711 0.6812
C 0.592 1.848 -0.316 -0.7161
C 0.511 2.848 -1.444 -0.5789
O 1.803 3.054 -2.006 -0.5542
H -4.109 0.057 -0.831 0.3246
H -3.729 -1.658 -1.333 0.3337
H -3.946 -1.341 0.267 0.3588
H -1.942 -0.221 0.369 0.1745
H -1.803 1.102 -1.907 0.3235
H -2.041 -0.494 -2.612 0.4934
H 0.186 -1.080 -1.986 0.4670
H 0.193 0.450 -2.776 0.5666
H 1.936 0.295 -1.099 0.6424
H 0.768 -0.125 0.224 -0.5060
H -0.464 1.775 0.070 0.1233
H 1.211 2.229 0.550 0.4406
H 0.028 3.820 -1.149 0.2996
H -0.044 2.505 -2.308 0.2263
H 2.498 3.250 -1.375 0.3308
O 2.638 -2.116 0.876 -0.7255
H 2.438 -1.510 0.149 0.4145
H 2.113 -2.875 0.610 0.3372
O 0.764 -1.115 2.652 -0.5435
H 0.363 -1.987 2.641 0.2334
H 1.420 -1.201 1.938 0.2215
O -0.224 0.734 4.275 -0.6261
H -0.820 -0.029 4.222 0.2771
H 0.419 0.628 3.520 0.3691
O 0.029 -2.929 -0.033 -0.6441
H -0.545 -2.955 0.728 0.3037
H -0.512 -2.339 -0.594 0.2811
```

Results
- Energy above the lowest of the compared OMol25 structures with the same formula, charge and spin: 1.6840 eV
- E_LUMO: 0.320 eV
- Charge: 0
- Total energy: -673.30435 Ha
- Structure (SMILES): CNCCCCCO.O.O.O.O
- F_max: 3.6 eV/A
- Spin multiplicity: 1
- Kohn-Sham gap: 0.37999 hartree